[1]
Here is a structure of composition C15H17Cl3EuN2O2 in a non-equilibrium geometry from the Open Molecules 2025 dataset. Energies are from wB97M-V/def2-TZVPD.

As for the expectation value of S²: 15.910. For the orbital gap (spin up / spin down), the calculation gives 5.167 / 3.470 eV. As for the spin multiplicity: 8. The charge is 0.

```
40
C15H17Cl3EuN2O2 (wB97M-V/def2-TZVPD)
C 3.48934 -1.12549 -0.63013
C -0.95083 -1.95186 -2.78186
H 4.19053 -0.34577 -0.90651
H 3.44657 -1.86493 -1.47623
H 3.84181 -1.65929 0.24936
H -1.60996 -1.24141 -3.33621
H -0.04238 -2.08735 -3.42875
H -1.45299 -2.93038 -2.85556
C 2.23644 1.86864 -0.83728
C 2.54171 3.13119 -0.33618
C 1.50318 3.95528 0.09118
C 0.18656 3.47371 0.04951
H 3.00110 1.16686 -1.19049
H 3.57949 3.46011 -0.27894
H 1.67755 4.95064 0.46154
H -0.65088 4.07076 0.38689
N 0.98418 1.39941 -0.87939
C -0.03756 2.15975 -0.41221
C -1.38136 1.54006 -0.36293
N -1.47758 0.21540 -0.60076
C -2.64486 -0.41239 -0.47408
C -3.76351 1.63017 0.10371
C -3.81966 0.25341 -0.12143
H -2.59953 -1.49744 -0.64591
H -4.75087 -0.31517 -0.02793
C -2.53599 2.28545 -0.03525
H -2.42774 3.35539 0.10848
H -4.63766 2.20688 0.38976
Eu 1.05641 -1.26772 -1.24734
C -1.26690 -3.18685 0.08376
H -2.05641 -3.53485 -0.60036
H -1.64130 -2.85951 1.07142
H -0.43172 -3.89718 0.16452
Cl 1.76839 -3.37829 3.84551
C 1.27784 -1.70584 3.50235
Cl -0.32743 -1.39287 4.21961
Cl 2.49244 -0.52959 4.09078
C 1.12234 -1.41053 1.91677
O 1.36201 -2.30044 1.04852
O 0.74924 -0.22793 1.68207
```

=====

[2]
Here is a structure of composition C15H17F3FeN5O6 from the Open Molecules 2025 dataset. Energies are from wB97M-V/def2-TZVPD.

As for the expectation value of S²: 0.787. For the orbital gap (spin up / spin down), the calculation gives 9.677 / 9.465 eV. The relative energy (zero: lowest compared OMol25 entry of this formula, charge and spin) is 32.03 kJ/mol. As for the spin multiplicity: 2. The charge is 0.

```
47
C15H17F3FeN5O6 (wB97M-V/def2-TZVPD)
Fe 0.42018 0.89348 0.30637
O 0.28879 2.88200 -3.17427
C 0.33237 2.09735 -2.25391
O 0.15188 2.36694 -0.99071
C 0.63123 0.62596 -2.50064
C 0.73433 -0.05006 -3.70434
C 0.94035 -1.42510 -3.65613
C 1.02155 -2.09581 -2.43693
C 0.91975 -1.34188 -1.28305
N 0.75076 -0.03653 -1.36895
C 0.87828 -1.81622 0.16081
O 0.84597 -3.00591 0.40352
O 0.83124 -0.85125 1.02372
H 0.64522 0.49214 -4.63499
H 1.02581 -1.98442 -4.57904
H 1.15579 -3.16664 -2.37128
N -1.46409 0.32296 0.12493
C -2.13091 -0.60243 0.33110
N -2.96920 -1.56474 0.58763
C -3.13731 -2.00145 1.99133
C -2.45606 -3.34825 2.16921
O -2.96478 -4.27925 1.22350
C -2.63710 -3.88756 -0.09774
C -3.31262 -2.56756 -0.43640
H -4.20717 -2.08115 2.18983
H -2.70140 -1.24470 2.64208
H -2.67163 -3.75028 3.15775
H -1.37272 -3.24189 2.05137
H -2.99732 -4.67180 -0.76276
H -1.55049 -3.79829 -0.20097
H -4.39752 -2.68378 -0.42910
H -3.00227 -2.19473 -1.41161
F -1.01101 1.05417 2.75588
C 0.02315 1.66719 2.09712
F 1.05371 1.63172 2.98273
F -0.34366 2.98597 2.01471
C 2.76437 5.04308 0.47451
N 2.22799 3.72031 0.24936
C 2.78333 2.59662 0.70088
N 3.98997 2.66659 1.31513
O 2.26405 1.46033 0.57281
H 2.10170 5.76398 0.00431
H 3.75535 5.15872 0.02761
H 2.81722 5.28000 1.53996
H 1.33711 3.59202 -0.22967
H 4.36970 3.54854 1.60530
H 4.26608 1.84162 1.81904
```

=====

[3]
Here is a structure of composition C15H17F3IN4O6PdS3 from the Open Molecules 2025 dataset. Energies are from wB97M-V/def2-TZVPD.

For the orbital gap, the calculation gives 7.625 eV. The relative energy (zero: lowest compared OMol25 entry of this formula, charge and spin) is 28.14 kJ/mol. As for the spin multiplicity: 1. The charge is -1.

```
50
C15H17F3IN4O6PdS3 (wB97M-V/def2-TZVPD)
Pd -0.13387 -0.18093 -1.93028
N 1.22921 3.62699 5.09583
C 0.91118 2.59459 4.20260
C 0.05765 2.83280 3.12739
C -0.28514 1.80820 2.26450
C 0.23788 0.53919 2.46631
C 1.07942 0.28358 3.53804
C 1.40780 1.30663 4.40875
S -0.18578 -0.74862 1.34125
O 0.14909 -2.00333 1.96757
O -1.55879 -0.53684 0.94841
N 0.68254 -0.50744 -0.02056
C 2.03846 -0.66897 -0.01304
N 2.70097 -0.80416 1.14702
C 4.01342 -0.95749 1.06969
C 4.70524 -0.97338 -0.12824
C 3.92818 -0.79321 -1.26461
N 2.61883 -0.64080 -1.22956
H 1.15444 4.54726 4.69057
H 2.11608 3.50575 5.55937
H -0.33155 3.82926 2.95389
H -0.95252 1.99306 1.43338
H 1.47789 -0.71237 3.66518
H 2.06302 1.11408 5.25126
H 4.53547 -1.06351 2.01735
H 5.77653 -1.10138 -0.17668
H 4.38168 -0.76833 -2.25161
O -0.58499 -2.17835 -2.17411
S -1.53845 -2.79883 -1.14600
C -2.08843 -4.26540 -2.08446
C -3.53226 -4.03484 -2.53390
C -3.69695 -2.52378 -2.67943
C -3.10593 -1.94204 -1.40680
H -1.93853 -5.15494 -1.47556
H -1.39612 -4.28045 -2.92659
H -4.22420 -4.40775 -1.77405
H -3.74070 -4.57246 -3.45977
H -4.73953 -2.23002 -2.80577
H -3.13301 -2.15284 -3.53869
H -3.70998 -2.13958 -0.51843
H -2.86324 -0.88030 -1.43312
F -1.01240 5.16073 -2.09254
C -0.53964 4.02024 -2.62534
F -1.48675 3.52033 -3.41256
F 0.52058 4.33175 -3.37950
S -0.07362 2.87981 -1.25259
O 0.85200 3.67322 -0.49244
O 0.60745 1.74764 -1.93450
O -1.33442 2.53742 -0.65195
I -1.05816 0.16981 -4.33564
```

=====

[4]
Here is a cluster of 2 separate species, C15H17N2O4 in total in a non-equilibrium geometry from the Open Molecules 2025 dataset. Energies are from wB97M-V/def2-TZVPD.

For the orbital gap, the calculation gives 7.705 eV. As for the spin multiplicity: 1. The charge is +1.

```
38
C15H17N2O4 (wB97M-V/def2-TZVPD)
C -0.93654 -0.22473 0.57533
C -1.00059 1.08208 0.80077
C -0.87334 2.70740 0.86098
C 0.31159 3.15876 -0.18843
C 1.49930 3.90886 0.60077
N 2.55990 4.37256 -0.38380
C 3.20696 3.24492 -1.13393
C 3.33618 2.10263 -1.79817
C 1.87582 5.35654 -1.30926
C 0.60125 4.76046 -2.09599
N -0.36208 3.97492 -1.25221
H -0.71761 -1.25998 0.07203
H -1.87470 3.16915 0.48275
H -0.66426 3.07688 1.93540
H 0.72752 2.15539 -0.61755
H 1.13688 4.86004 1.14981
H 1.94248 3.21426 1.41209
H 3.34836 4.87301 0.09341
H 3.77848 1.18896 -2.35273
H 2.65133 5.66443 -2.12644
H 1.63579 6.30999 -0.71188
H 0.97218 4.19029 -3.03967
H 0.00620 5.68064 -2.50148
H -0.75907 3.26177 -1.91007
C -1.80307 -5.86917 -0.46199
C -1.93066 -6.97816 0.27035
C -1.74939 -6.95625 1.74962
O -1.89164 -7.98350 2.39083
C -1.39674 -5.67848 2.38075
C -1.26563 -4.57076 1.64850
C -1.47459 -4.58790 0.17167
O -1.36561 -3.55188 -0.46896
O -0.93380 -3.37510 2.22790
O -2.23387 -8.17735 -0.30881
H -1.93441 -5.87098 -1.53611
H -1.25034 -5.67994 3.45275
H -0.90054 -2.72947 1.49338
H -2.27176 -8.82027 0.42836
```

=====

[5]
Here is a cluster of 3 separate species, C15H17N3O5 in total in a non-equilibrium geometry from the Open Molecules 2025 dataset. Energies are from wB97M-V/def2-TZVPD.

For the orbital gap, the calculation gives 8.666 eV. Its SMILES is O=[N+]([O-])c1ccccc1.O=[N+]([O-])c1ccccc1.CN(C)C=O. The relative energy (zero: lowest compared OMol25 entry of this formula, charge and spin) is 847.08 kJ/mol. As for the spin multiplicity: 1. The charge is 0.

```
40
C15H17N3O5 (wB97M-V/def2-TZVPD)
O 3.91922 0.81568 1.31896
N 3.13134 -0.10487 1.28988
O 1.94531 0.08104 1.46413
C 3.66936 -1.44468 1.29564
C 4.86463 -1.71856 0.65494
C 5.41542 -2.99710 0.73185
C 4.73965 -3.97892 1.44212
C 3.54227 -3.69434 2.09957
C 2.99534 -2.41809 2.00152
H 5.41820 -0.98807 0.08178
H 6.34544 -3.20252 0.22384
H 5.12586 -4.98188 1.57136
H 2.97133 -4.45376 2.61278
H 1.98550 -2.19753 2.32203
O -4.24221 -1.14108 -0.77745
N -4.19973 -1.19808 0.43270
O -5.01770 -1.75241 1.12865
C -3.15631 -0.33641 1.07608
C -2.12677 0.15463 0.32584
C -1.05946 0.86990 0.86312
C -1.13549 1.10983 2.24344
C -2.10599 0.49332 3.03900
C -3.14278 -0.20492 2.45550
H -2.14147 0.09723 -0.75533
H -0.30520 1.40804 0.31100
H -0.35228 1.62597 2.78515
H -2.02767 0.77155 4.08159
H -3.89901 -0.62150 3.10744
C -2.88480 1.90019 -2.87389
N -1.58682 2.36986 -3.33030
C -1.30022 3.77179 -3.06206
C -0.81390 1.59335 -4.11835
O 0.08356 2.01446 -4.81590
H -3.65892 2.17686 -3.59369
H -3.11459 2.36408 -1.91454
H -2.93173 0.82180 -2.72969
H -2.24467 4.30514 -3.20539
H -1.00310 3.88347 -2.01909
H -0.60106 4.27163 -3.72396
H -1.10056 0.53490 -4.04025
```

=====

[6]
Here is an isolated molecule of C15H17N3O8S2 in a non-equilibrium geometry from the Open Molecules 2025 dataset. Energies are from wB97M-V/def2-TZVPD.

For the orbital gap, the calculation gives 8.491 eV. Its SMILES is CSc1ccc(S(=O)(=O)NCC(=O)OCC(=O)N2CCCC2=O)cc1[N+](=O)[O-]. The relative energy (zero: lowest compared OMol25 entry of this formula, charge and spin) is 82.49 kJ/mol. As for the spin multiplicity: 1. The charge is 0.

```
45
C15H17N3O8S2 (wB97M-V/def2-TZVPD)
C 1.88781 -4.11721 4.55950
S 2.45200 -5.49469 3.51250
C 2.34791 -4.62059 1.91054
C 1.06897 -4.55693 1.28629
C 0.90612 -3.76904 0.11281
C 1.97690 -2.99664 -0.37637
S 1.77979 -2.00304 -1.85759
O 2.07035 -2.72229 -3.08855
O 2.64886 -0.81627 -1.76221
N 0.20963 -1.38610 -1.92843
C -0.18632 -0.75531 -3.22452
C -0.79173 0.66116 -2.98079
O -1.85203 0.96892 -3.54224
O -0.10616 1.48619 -2.12089
C -0.72252 2.77540 -1.88100
C -1.91962 2.72912 -0.86152
O -2.15885 1.64493 -0.28735
N -2.57735 3.83361 -0.44809
C -3.43991 3.83714 0.72775
C -4.20247 5.16995 0.56732
C -3.13813 6.09462 -0.03599
C -2.30590 5.11125 -0.83358
O -1.45999 5.52452 -1.66632
C 3.23413 -3.06750 0.24632
C 3.43074 -3.88960 1.39669
N 4.71971 -3.92585 1.95662
O 5.22018 -5.03338 2.18649
O 5.29745 -2.84216 2.22796
H 2.59446 -3.30890 4.59356
H 1.72471 -4.47858 5.58122
H 0.92876 -3.70926 4.23647
H 0.19755 -5.10478 1.62819
H -0.07322 -3.72126 -0.39243
H 0.17932 -0.67000 -1.20790
H 0.66398 -0.56506 -3.88974
H -0.91535 -1.36072 -3.75337
H -1.01791 3.25585 -2.77940
H 0.04468 3.47450 -1.47110
H -4.16698 3.01189 0.71758
H -2.86676 3.81344 1.64904
H -5.00578 5.03719 -0.16923
H -4.58251 5.50734 1.51537
H -3.61825 6.88543 -0.65010
H -2.56318 6.58506 0.72390
H 4.08691 -2.49236 -0.12741
```

=====

| no. | total energy (eV) |
| --- | --- |
| 1 | -79792.0169 |
| 2 | -78108.2690 |
| 3 | -86318.5841 |
| 4 | -26985.1690 |
| 5 | -30532.3117 |
| 6 | -58347.3502 |